[1]
Below is a single C8H16N2O2 molecule at a distorted geometry, with properties calculated with ωB97M-V with the def2-TZVPD basis set.

The geometry in XYZ format:
```
28
Properties=species:S:1:pos:R:3:forces:R:3
C -0.486791 1.068521 -1.544422 -2.1 -1.1 1.7
C -0.242648 1.132733 -0.039720 2.1 2.8 0.0
C 0.154714 -1.026179 -0.851006 -1.1 -0.7 0.2
C 1.112638 1.952086 0.063462 0.2 -0.4 1.7
C -1.286798 1.877538 0.810938 -3.2 0.4 -3.1
C 1.611512 -1.022387 -1.275805 -0.3 1.4 -0.4
C -0.541056 -2.450664 -0.795785 1.6 2.0 4.3
C -0.135930 -0.796030 2.675618 -3.4 0.2 0.9
N 0.070997 -0.200793 0.435039 0.0 -1.3 -1.0
N -0.523722 -0.163310 -1.930992 0.3 -0.1 0.3
O -0.817641 -0.673934 -3.045646 0.1 0.1 0.2
O -0.840227 -0.631502 1.424609 0.0 -1.1 -0.2
H -0.981705 1.849353 -2.072731 0.1 0.4 -0.6
H 0.932948 2.884150 0.608134 0.2 -0.3 0.6
H 1.459561 2.348304 -0.857253 0.5 -0.2 -1.2
H 1.904794 1.291156 0.553172 -1.0 1.2 -0.6
H -2.102171 1.191967 1.089827 0.3 0.2 -0.1
H -1.871424 2.663370 0.104571 1.6 -1.5 1.6
H -0.984012 2.383987 1.695718 0.8 0.3 0.5
H 2.143056 -1.204330 -0.403888 1.3 -0.4 1.7
H 1.990529 -0.034241 -1.676674 -0.7 -1.2 0.3
H 1.803018 -1.825047 -1.929071 0.2 -0.7 -1.2
H -1.397025 -2.280921 -0.071162 1.1 -0.7 -0.6
H 0.219483 -3.215203 -0.405914 -1.3 1.0 -0.6
H -0.964736 -2.685396 -1.691791 -0.6 -0.7 -2.7
H 0.683266 -1.468773 2.614223 0.8 -0.2 -0.1
H -0.916204 -1.156576 3.459603 1.1 0.0 -1.7
H 0.005576 0.192121 3.056946 1.3 0.7 0.2
```
Positions in Å, forces in eV/Å.

Calculated values
**HOMO level (spin up / spin down)**: -8.474 / -8.473 eV
**Gap between HOMO and LUMO (spin up / spin down)**: 9.22 / 9.22 eV
**E_tot**: -15625.178 eV
**SMILES string**: CON1C(C)(C)C=[N+]([O-])C1(C)C

[2]
Below is a single C8H16N2O2 molecule at a distorted geometry, with properties calculated with ωB97M-V with the def2-TZVPD basis set.

The geometry in XYZ format:
```
28
Properties=species:S:1:pos:R:3:forces:R:3
C -1.075894 1.491410 0.091152 -1.9 4.0 0.5
C 0.345019 1.275967 -0.041329 2.0 -0.6 1.3
C -1.342511 -0.788279 -0.012252 4.2 0.6 1.4
C 0.803197 1.845690 -1.321435 3.8 1.8 -2.4
C 1.148286 1.909766 1.123452 -2.8 0.5 1.5
C -1.620277 -1.428871 -1.322586 -0.8 -1.1 0.6
C -1.393404 -1.546035 1.259321 -2.0 0.0 0.1
C 2.266822 -1.708419 0.076634 -1.1 -2.2 1.7
N 0.577490 -0.192535 -0.139971 -4.5 -0.7 -2.4
N -1.934805 0.557661 0.179924 2.6 -1.8 -1.3
O -3.155589 0.557502 0.302255 -2.6 0.5 0.3
O 1.383152 -0.783076 0.745780 1.5 -0.5 1.0
H -1.457591 2.578327 0.127238 0.4 -1.9 0.0
H 0.516530 1.274281 -2.213991 -0.3 0.3 0.4
H 1.976498 1.945613 -1.419873 -1.8 -1.0 0.6
H 0.676246 2.936850 -1.447405 -1.1 -0.4 0.1
H 0.542621 1.754922 2.093658 1.0 0.5 -1.3
H 1.431502 2.971390 1.020189 -0.5 -0.5 -0.2
H 2.004293 1.341470 1.243405 1.9 -1.0 0.2
H -1.508941 -2.571430 -1.336462 -0.8 1.6 0.5
H -0.809249 -1.146912 -1.941660 0.3 0.8 -1.2
H -2.625710 -1.032903 -1.583119 0.6 -0.7 -0.6
H -1.246856 -2.582018 1.007282 0.4 -0.5 0.4
H -2.470863 -1.460637 1.636259 1.4 -0.1 -0.2
H -0.670787 -1.160234 1.977787 -0.1 -0.2 0.1
H 1.703516 -2.582908 -0.374256 0.5 1.2 0.3
H 2.942071 -2.124081 0.838912 -0.7 0.0 0.4
H 2.995241 -1.332523 -0.568908 0.4 1.5 -1.7
```
Positions in Å, forces in eV/Å.

Calculated values
**HOMO level**: -8.252 eV
**Gap between HOMO and LUMO**: 9.02 eV
**E_tot**: -15624.000 eV

[3]
Below is a gas-phase ion, C8H16N2O2PS (charge +1) at a distorted geometry, with properties calculated with ωB97M-V with the def2-TZVPD basis set.

The geometry in XYZ format:
```
30
Properties=species:S:1:pos:R:3:forces:R:3
C -2.005430 1.477375 -0.029624 0.1 -0.2 0.0
N -0.979494 0.935400 -0.925170 0.0 0.2 0.1
C -1.223677 0.634377 -2.200056 0.3 -0.2 -0.5
O -2.377317 0.706546 -2.843276 0.0 0.1 0.1
N -0.105589 0.174703 -2.757285 -0.1 0.1 0.5
C 0.892360 0.180960 -1.800495 0.4 0.1 0.0
P 2.570614 -0.422114 -2.115146 0.6 -0.9 0.6
S 3.064520 -2.005739 -1.132972 -0.1 0.1 -0.1
C 0.368539 0.669623 -0.642630 -0.1 -0.4 -0.6
C 1.088350 0.880061 0.640805 -0.3 0.3 0.0
C 0.424712 0.367454 1.921510 0.5 -0.5 0.0
C 0.711027 -1.120045 2.196722 -0.4 0.2 0.4
C -0.472465 -2.047379 1.972508 0.4 -0.2 -0.2
O -1.582854 -1.720567 2.778575 -0.2 0.0 0.2
H -2.855265 1.787810 -0.619211 -0.1 0.2 -0.1
H -2.347811 0.708908 0.648557 0.0 -0.2 0.1
H -1.603897 2.301355 0.541027 0.1 0.2 0.0
H -2.646452 1.627668 -2.970574 -0.2 0.0 -0.1
H 0.006053 -0.166700 -3.698229 -0.3 0.0 -0.2
H 2.612346 -0.562327 -3.513970 -0.2 0.3 -0.1
H 3.381094 0.694173 -1.857492 -0.2 0.2 -0.2
H 2.036710 0.363434 0.535439 0.2 -0.1 0.0
H 1.338610 1.937285 0.716466 -0.1 0.2 0.1
H -0.643887 0.531650 1.953700 -0.2 0.2 -0.1
H 0.828349 0.952017 2.738754 0.1 0.2 0.1
H 1.573781 -1.469441 1.636602 0.1 -0.1 -0.2
H 0.958596 -1.218937 3.248917 0.1 0.0 0.2
H -0.169674 -3.041569 2.280520 0.0 -0.2 0.0
H -0.733076 -2.129689 0.913750 -0.2 0.1 -0.2
H -2.108774 -1.026292 2.382276 -0.1 0.1 -0.1
```
Positions in Å, forces in eV/Å.

Calculated values
**Charge**: +1
**HOMO level**: -12.281 eV
**Gap between HOMO and LUMO**: 8.95 eV
**E_tot**: -35748.145 eV
**SMILES string**: Cn1c(O)[nH+]c([PH2]=S)c1CCCCO

[4]
Below is a single C8H16N2O2S molecule at a distorted geometry, with properties calculated with ωB97M-V with the def2-TZVPD basis set.

The geometry in XYZ format:
```
29
Properties=species:S:1:pos:R:3:forces:R:3
C 1.716685 1.484733 -2.258881 1.7 -1.2 -2.6
C 1.215853 1.233273 -0.856313 5.0 -0.9 -1.7
O 0.199569 1.550790 -0.368229 -3.4 1.6 1.3
N 2.205999 0.570662 -0.210380 -0.2 0.6 0.0
H 2.948990 0.281238 -0.847537 -0.1 0.0 1.2
C 2.172474 0.370663 1.223486 2.3 -5.7 -2.4
C 1.086100 -0.522624 1.616207 -4.7 -2.3 -6.5
H 0.026090 -0.304281 1.201682 1.8 0.7 1.6
H 1.070236 -1.040886 2.469120 0.1 -1.0 3.8
S 1.033736 -2.227506 0.553886 3.2 -0.9 4.2
C 0.096496 -2.097337 -0.819629 -2.4 7.9 -0.6
C -1.396643 -1.835156 -0.621785 7.6 5.7 13.6
N -1.899643 -0.265606 -0.204993 -2.8 -8.7 2.0
C -2.532379 -0.216233 1.087939 4.9 11.6 -7.1
O -3.077948 -1.038127 1.576423 -5.0 -8.5 5.5
C -2.612601 1.418692 1.395237 -14.4 -7.1 3.8
H -3.040705 1.638843 2.377822 1.1 0.0 0.1
H -3.460432 1.815727 0.737225 1.1 -0.8 0.4
H -1.865625 1.731992 1.083327 12.6 6.0 -4.2
H -1.295627 0.374336 -0.450522 3.7 4.2 -1.2
H -1.782831 -2.427648 0.188917 0.0 -0.2 0.6
H -1.907564 -1.990693 -1.285744 -9.2 -3.1 -13.4
H 0.152281 -2.907310 -1.403921 0.9 -2.9 -2.5
H 0.479871 -1.048788 -1.255372 -0.7 -2.7 -0.4
H 3.067992 -0.378934 1.373875 -0.8 2.6 0.7
H 1.856934 1.155614 1.772456 0.9 3.7 1.8
H 2.547687 2.289934 -2.446128 -0.7 -2.0 1.2
H 1.986822 0.357148 -2.817307 -0.7 3.6 1.5
H 1.008181 2.027484 -2.810863 -1.7 -0.1 -1.0
```
Positions in Å, forces in eV/Å.

Calculated values
**HOMO level**: -8.395 eV
**Gap between HOMO and LUMO**: 8.89 eV
**E_tot**: -26458.389 eV
**SMILES string**: CC(=O)NCCSCCNC(C)=O

[5]
Below is a single C8H16N2O3 molecule at a distorted geometry, with properties calculated with ωB97M-V with the def2-TZVPD basis set.

The geometry in XYZ format:
```
29
Properties=species:S:1:pos:R:3:forces:R:3
C -0.827860 -1.156410 0.103894 0.4 -2.3 0.0
C 0.558379 -1.445319 -0.377184 5.0 -1.1 -2.9
C -1.469407 -0.145072 -0.804857 -0.5 1.3 2.1
C -2.977615 -0.106975 -0.436460 -0.4 -1.0 0.8
C -0.782320 1.255870 -0.890443 -0.6 -0.6 0.3
C -0.792705 2.144352 0.429061 -1.0 0.4 -0.6
C 2.926340 -1.094391 0.160111 1.5 0.5 2.5
C 3.384442 0.365787 -0.083723 -1.5 -1.0 -0.5
H -1.195145 -1.931451 1.940198 1.2 1.8 -0.3
H -1.610166 -0.426296 1.855821 -0.7 1.2 0.1
H -1.318694 -2.137512 -0.194844 0.1 0.9 0.6
H -1.381282 -0.537937 -1.801785 0.0 -0.4 -0.4
H -3.292297 -1.224110 -0.527033 -0.1 2.1 0.1
H -3.485527 0.543612 -1.149625 -0.3 -0.3 -0.1
H -3.311844 0.280544 0.615051 1.0 -0.8 -1.7
H -1.460805 1.582573 -1.667399 0.0 1.5 -0.1
H 0.166555 1.075120 -1.437192 -0.2 0.5 0.9
H -0.165961 1.727112 1.226620 -0.4 -0.3 -0.2
H -1.888978 2.280968 0.789270 1.9 -0.4 -0.5
H -0.394207 3.194213 0.337960 -0.4 -1.0 -0.5
H 1.330966 -0.935932 1.439070 0.2 -0.9 -1.2
H 3.192816 -1.823134 -0.549935 1.0 -0.2 -1.4
H 3.508023 -1.315242 1.099368 0.0 -0.1 -1.0
H 2.699285 2.098028 -0.371172 -0.3 0.0 0.5
N -0.821880 -0.973542 1.607120 -0.9 -3.0 -0.9
N 1.622070 -1.402106 0.542427 -4.2 1.9 1.9
O 0.927974 -1.772525 -1.563109 -2.5 1.2 3.2
O 4.531345 0.572981 -0.360655 -0.9 1.0 0.1
O 2.328487 1.306782 0.069459 2.5 -0.9 -0.9
```
Positions in Å, forces in eV/Å.

Calculated values
**HOMO level**: -9.449 eV
**Gap between HOMO and LUMO**: 10.04 eV
**E_tot**: -17677.449 eV
**SMILES string**: CC[C@H](C)[C@H](N)C(=O)NCC(=O)O

[6]
Below is a single C8H16N2O3 molecule at a distorted geometry, with properties calculated with ωB97M-V with the def2-TZVPD basis set.

The geometry in XYZ format:
```
29
Properties=species:S:1:pos:R:3:forces:R:3
C -0.377189 -2.339288 2.412884 -0.1 1.8 0.3
C 1.581539 -0.863990 2.819422 -1.3 0.9 1.3
C -1.206856 -1.729703 1.265383 1.2 1.6 -1.0
C 0.075936 0.168065 0.324230 -1.7 0.0 -0.3
C 0.528109 2.034911 -3.073538 0.9 -0.5 2.8
C -1.831681 1.523723 -2.091089 -0.2 1.8 -1.1
C 0.064767 0.231907 -1.185169 0.7 1.7 0.0
C -0.307434 1.687302 -1.816051 -1.1 -2.9 -1.5
N 1.008852 -2.011700 2.263556 2.2 0.6 -3.0
N 1.120428 0.554377 0.988303 0.5 -0.4 0.6
O 2.256160 0.845793 0.507962 -0.7 0.0 0.3
O 1.024340 0.470278 2.412985 -0.1 -0.6 -1.2
O -1.114415 -0.196035 0.964932 1.9 -1.8 0.4
H -0.687736 -1.978963 3.428661 0.0 -0.5 -0.9
H -0.354128 -3.416452 2.340152 -1.0 -0.4 0.1
H 2.613034 -0.847567 2.502256 0.4 0.1 0.7
H 1.279377 -0.821537 3.897567 1.1 0.0 -0.7
H -0.853771 -2.244095 0.348328 -0.5 0.4 0.2
H -2.253541 -1.738630 1.381498 -1.2 -0.8 0.2
H 0.362891 3.089018 -3.294229 0.4 -0.1 -0.1
H 0.291173 1.435235 -3.884465 -0.4 -1.1 -1.8
H 1.555081 1.752475 -2.686079 -0.7 1.0 -1.1
H -2.457065 2.437723 -2.400544 1.1 -0.9 1.0
H -2.308208 0.975288 -1.274002 -0.2 0.2 -0.3
H -1.865389 0.974992 -3.045673 -0.2 -0.5 0.5
H 1.075125 0.031750 -1.521637 0.2 -0.4 -0.1
H -0.647397 -0.485934 -1.580686 0.1 -0.2 0.0
H 0.075434 2.447983 -1.240316 -0.2 1.6 2.5
H 1.352562 -1.986927 1.235359 -1.0 -0.8 2.1
```
Positions in Å, forces in eV/Å.

Calculated values
**HOMO level (spin up / spin down)**: -8.469 / -8.468 eV
**Gap between HOMO and LUMO (spin up / spin down)**: 9.24 / 9.24 eV
**E_tot**: -17672.676 eV
**SMILES string**: CC(C)C/C1=[N+](\[O-])OCNCCO1

Relative energy (zero: lowest compared OMol25 entry of this formula, charge and spin) values, unit kJ/mol, following the record order: 322.8 436.5 14.0 873.4 222.2 682.7.